No. 1
Formula: C48H112N16O16
Source: the Open Molecules 2025 dataset
Level of theory: ωB97M-V/def2-TZVPD

HOMO energy   -0.3365 hartree
Strongest force on any atom   4.187 eV/A
Energy above the lowest of the compared OMol25 structures with the same formula, charge and spin   1496.2 kJ/mol

Each line ends with the Mulliken charge.
Positions of all 192 atoms, in Å:
C  -1.900  -5.641  7.350  0.158
O  -2.073  -6.366  8.299  -0.587
N  -0.776  -5.531  6.652  0.106
C  -0.734  -4.702  5.406  -0.964
C  0.462  -6.246  6.943  -1.011
H  -2.700  -4.971  6.998  0.351
H  -0.228  -3.739  5.473  0.252
H  -1.749  -4.655  5.011  0.363
H  -0.209  -5.267  4.636  0.319
H  0.819  -7.004  6.246  0.328
H  1.273  -5.572  7.221  0.340
H  0.516  -6.742  7.913  0.347
C  -7.328  4.972  -3.372  0.127
O  -7.469  4.044  -2.562  -0.594
N  -6.330  5.029  -4.288  0.163
C  -6.125  6.240  -5.136  -0.925
C  -5.484  3.839  -4.652  -0.983
H  -7.919  5.898  -3.296  0.289
H  -6.350  6.080  -6.190  0.327
H  -5.081  6.549  -5.072  0.316
H  -6.690  7.116  -4.818  0.305
H  -5.873  3.361  -5.551  0.324
H  -4.494  4.077  -5.041  0.352
H  -5.300  3.044  -3.929  0.299
C  3.187  6.094  -5.608  0.125
O  2.663  5.086  -5.054  -0.630
N  4.310  6.713  -5.257  0.119
C  4.484  8.147  -5.686  -0.942
C  5.200  6.259  -4.235  -0.904
H  2.825  6.580  -6.527  0.299
H  5.451  8.362  -6.141  0.307
H  4.374  8.745  -4.781  0.341
H  3.798  8.568  -6.421  0.341
H  4.945  6.401  -3.185  0.345
H  5.268  5.171  -4.241  0.296
H  6.189  6.706  -4.335  0.303
C  8.398  -3.532  3.392  0.122
O  8.866  -2.987  2.393  -0.593
N  7.310  -3.021  4.061  0.111
C  6.873  -3.642  5.347  -0.978
C  6.582  -1.812  3.731  -0.930
H  8.849  -4.397  3.904  0.294
H  7.051  -4.715  5.411  0.280
H  5.854  -3.359  5.612  0.305
H  7.527  -3.063  6.000  0.399
H  6.486  -1.055  4.509  0.338
H  6.890  -1.304  2.817  0.310
H  5.544  -2.120  3.607  0.342
C  -6.999  -3.349  -3.876  0.133
O  -8.044  -3.729  -3.386  -0.614
N  -6.663  -2.090  -3.878  0.160
C  -5.525  -1.675  -4.754  -1.035
C  -7.338  -1.069  -3.160  -0.928
H  -6.323  -4.051  -4.389  0.357
H  -4.563  -1.643  -4.243  0.273
H  -5.727  -0.703  -5.205  0.317
H  -5.384  -2.360  -5.591  0.372
H  -6.806  -0.594  -2.335  0.332
H  -7.578  -0.312  -3.907  0.330
H  -8.210  -1.329  -2.560  0.302
C  6.431  5.273  1.990  0.094
O  5.342  4.694  1.781  -0.596
N  6.728  6.630  1.888  0.170
C  8.086  7.150  2.162  -0.897
C  5.711  7.618  1.460  -1.016
H  7.252  4.728  2.482  0.295
H  8.838  6.361  2.156  0.308
H  8.083  7.681  3.114  0.335
H  8.401  7.969  1.516  0.300
H  6.040  8.406  0.783  0.338
H  4.867  7.215  0.900  0.333
H  5.247  8.219  2.242  0.334
C  -2.292  -7.554  -6.807  0.187
O  -3.144  -7.112  -6.070  -0.588
N  -0.995  -7.200  -6.641  0.099
C  0.048  -7.687  -7.609  -0.924
C  -0.407  -6.411  -5.512  -0.940
H  -2.451  -8.165  -7.709  0.269
H  -0.264  -8.449  -8.324  0.310
H  0.873  -8.225  -7.141  0.334
H  0.514  -6.853  -8.133  0.307
H  -1.106  -5.779  -4.965  0.265
H  -0.095  -7.219  -4.849  0.384
H  0.365  -5.745  -5.897  0.295
C  4.276  -0.944  -3.484  0.252
O  3.803  -2.009  -3.891  -0.660
N  5.241  -0.789  -2.621  0.117
C  5.420  0.470  -2.000  -0.998
C  5.786  -1.847  -1.830  -0.998
H  3.949  0.032  -3.874  0.304
H  6.464  0.744  -2.152  0.326
H  5.237  0.454  -0.926  0.283
H  4.832  1.205  -2.549  0.361
H  5.232  -1.918  -0.895  0.377
H  5.825  -2.802  -2.354  0.287
H  6.836  -1.815  -1.538  0.348
C  1.025  1.594  9.178  0.125
O  1.977  2.296  9.068  -0.562
N  0.745  0.456  8.540  0.132
C  -0.446  -0.368  8.874  -0.898
C  1.605  -0.139  7.486  -0.978
H  0.254  1.862  9.917  0.305
H  -1.021  -0.038  9.738  0.312
H  -0.074  -1.348  9.173  0.325
H  -1.139  -0.467  8.039  0.287
H  2.008  -1.042  7.944  0.362
H  0.970  -0.398  6.639  0.313
H  2.440  0.451  7.108  0.279
C  -2.081  8.299  -1.521  0.181
O  -1.553  8.823  -2.551  -0.658
N  -1.425  7.755  -0.529  0.155
C  0.026  7.772  -0.506  -0.893
C  -2.091  7.258  0.666  -0.892
H  -3.174  8.256  -1.398  0.240
H  0.511  8.430  -1.227  0.287
H  0.378  6.753  -0.666  0.284
H  0.308  8.087  0.498  0.330
H  -1.679  6.363  1.131  0.308
H  -1.961  8.081  1.369  0.398
H  -3.176  7.230  0.559  0.262
C  -6.375  -6.165  3.447  0.157
O  -5.861  -5.198  3.987  -0.593
N  -6.081  -6.529  2.197  0.106
C  -6.692  -7.711  1.557  -0.919
C  -5.020  -5.911  1.360  -0.949
H  -6.976  -6.903  4.000  0.291
H  -7.621  -8.031  2.027  0.336
H  -6.028  -8.574  1.516  0.319
H  -6.914  -7.479  0.515  0.304
H  -5.569  -5.421  0.556  0.334
H  -4.564  -5.138  1.979  0.289
H  -4.275  -6.559  0.900  0.326
C  -5.436  1.726  1.978  0.205
O  -4.381  2.321  1.820  -0.646
N  -5.506  0.603  2.680  0.148
C  -6.734  -0.133  2.857  -0.859
C  -4.349  0.078  3.450  -1.001
H  -6.398  2.046  1.550  0.284
H  -6.560  -1.203  2.742  0.288
H  -7.507  0.154  2.145  0.288
H  -7.061  -0.064  3.894  0.321
H  -4.479  -0.050  4.524  0.319
H  -4.149  -0.920  3.060  0.332
H  -3.500  0.733  3.257  0.319
C  1.648  -7.940  0.184  0.192
O  0.616  -7.852  -0.540  -0.629
N  2.668  -7.052  0.223  0.164
C  3.969  -7.241  1.028  -0.844
C  2.537  -5.893  -0.665  -0.993
H  1.876  -8.784  0.853  0.261
H  4.783  -7.400  0.320  0.342
H  3.876  -8.269  1.377  0.291
H  4.207  -6.436  1.723  0.280
H  2.409  -5.007  -0.042  0.322
H  3.366  -5.711  -1.349  0.329
H  1.729  -6.027  -1.384  0.285
C  -0.828  4.986  6.451  0.145
O  -0.881  5.936  7.199  -0.585
N  0.198  4.722  5.600  0.173
C  0.252  3.535  4.738  -0.949
C  1.260  5.649  5.338  -1.075
H  -1.663  4.294  6.265  0.340
H  0.133  3.793  3.686  0.295
H  -0.356  2.689  5.059  0.344
H  1.291  3.205  4.779  0.291
H  1.382  6.242  6.245  0.353
H  2.237  5.173  5.253  0.349
H  1.221  6.262  4.438  0.318
C  0.899  0.059  0.293  0.140
O  1.064  -0.847  1.103  -0.640
N  -0.090  0.225  -0.628  0.177
C  -0.122  1.199  -1.710  -0.837
C  -1.032  -0.868  -0.901  -1.011
H  1.589  0.917  0.276  0.298
H  0.471  0.892  -2.571  0.318
H  0.402  2.106  -1.411  0.314
H  -1.172  1.393  -1.930  0.265
H  -2.034  -0.442  -0.840  0.340
H  -0.898  -1.444  -1.817  0.325
H  -0.944  -1.676  -0.174  0.309
C  0.971  0.701  -8.347  0.123
O  0.958  1.813  -8.862  -0.571
N  -0.154  0.010  -7.876  0.162
C  -0.038  -1.364  -7.410  -0.982
C  -1.485  0.552  -7.762  -0.884
H  1.917  0.260  -7.998  0.280
H  0.937  -1.826  -7.566  0.325
H  -0.908  -1.937  -7.734  0.292
H  -0.046  -1.355  -6.320  0.363
H  -2.200  -0.271  -7.749  0.268
H  -1.481  1.112  -6.827  0.319
H  -1.915  1.215  -8.512  0.305

---

No. 2
Formula: C5H11NO
Source: the Open Molecules 2025 dataset
Level of theory: ωB97M-V/def2-TZVPD

HOMO energy   -0.3040 hartree
Strongest force on any atom   0.445 eV/A
Energy above the lowest of the compared OMol25 structures with the same formula, charge and spin   322.6 kJ/mol

Each line ends with the Mulliken charge.
Positions of all 18 atoms, in Å:
C  -1.118  -1.602  -0.040  -1.257
C  -1.072  -0.184  -0.515  0.574
C  -1.793  0.858  0.091  -0.948
N  0.988  0.232  -0.156  -0.187
C  2.099  -0.626  0.204  -1.042
C  1.197  1.510  -0.094  0.051
O  0.276  2.395  -0.217  -0.616
H  -1.329  -1.665  1.031  0.301
H  -1.954  -2.084  -0.569  0.359
H  -0.209  -2.159  -0.277  0.324
H  -0.863  -0.062  -1.575  0.246
H  -0.761  1.771  0.022  0.342
H  -2.417  1.469  -0.565  0.336
H  -2.230  0.660  1.070  0.267
H  1.901  -1.167  1.139  0.306
H  2.316  -1.368  -0.573  0.285
H  3.018  -0.036  0.365  0.346
H  2.223  1.892  0.071  0.314

---

No. 3
Formula: C28H30N4OS2V
Source: the Open Molecules 2025 dataset
Level of theory: ωB97M-V/def2-TZVPD

Net charge   +1
HOMO energy (spin up / spin down)   -0.4065 / -0.4070 hartree
Strongest force on any atom   0.223 eV/A
Spin multiplicity   3

Each line ends with the Löwdin spin population.
Positions of all 66 atoms, in Å:
V  0.385  0.288  -0.368  1.954
C  -3.019  -0.541  -0.470  0.001
C  -1.799  -1.110  0.195  0.000
C  -1.621  -1.018  1.578  0.004
C  -0.606  -1.719  2.220  0.009
C  0.296  -2.484  1.494  0.012
C  0.198  -2.518  0.108  -0.003
C  -0.849  -1.851  -0.534  0.001
H  -3.868  -1.199  -0.276  0.000
H  -2.895  -0.464  -1.549  0.000
H  -3.270  0.442  -0.073  0.000
H  -2.317  -0.427  2.161  0.000
H  -0.517  -1.655  3.297  0.000
H  1.095  -3.014  1.993  0.001
H  0.913  -3.080  -0.479  0.000
H  -0.982  -1.963  -1.604  0.002
C  3.133  0.508  3.142  0.003
C  1.934  0.682  2.260  0.019
N  1.829  0.067  1.119  -0.007
N  2.898  -0.783  0.819  0.002
C  3.138  -0.894  -0.430  0.002
S  2.240  -0.049  -1.683  -0.046
S  4.452  -1.975  -0.920  -0.001
C  5.597  -0.651  -1.464  0.000
C  5.820  0.374  -0.389  0.000
C  5.259  1.641  -0.505  0.000
C  5.432  2.584  0.502  0.000
C  6.170  2.266  1.631  0.000
C  6.732  1.000  1.754  0.000
C  6.554  0.060  0.752  0.000
C  0.860  1.566  2.709  -0.002
C  0.818  1.972  4.055  0.004
C  -0.161  2.810  4.530  -0.005
C  -1.130  3.300  3.655  0.003
C  -1.111  2.934  2.328  -0.005
C  -0.131  2.063  1.840  0.010
O  -0.193  1.749  0.544  0.008
H  3.956  0.043  2.613  0.000
H  2.867  -0.119  3.997  0.001
H  3.450  1.477  3.523  0.001
H  5.206  -0.197  -2.373  0.000
H  6.513  -1.185  -1.717  0.000
H  4.691  1.895  -1.392  0.000
H  5.000  3.571  0.394  0.000
H  6.318  3.003  2.410  0.000
H  7.316  0.749  2.630  0.000
H  6.984  -0.930  0.855  0.000
H  1.568  1.610  4.744  0.000
H  -0.173  3.095  5.573  0.000
H  -1.896  3.974  4.016  0.000
H  -1.846  3.315  1.631  0.000
C  -1.245  -0.101  -5.644  0.002
C  -1.254  0.556  -4.307  0.010
C  -1.921  1.665  -3.834  0.002
C  -1.511  1.835  -2.503  0.010
N  -0.646  0.874  -2.170  0.005
N  -0.513  0.104  -3.281  0.002
C  -1.931  2.931  -1.583  0.001
H  -1.880  0.451  -6.332  0.000
H  -1.618  -1.124  -5.582  0.000
H  -0.237  -0.129  -6.058  0.000
H  -2.607  2.288  -4.381  0.000
H  0.216  -0.594  -3.306  0.000
H  -2.614  3.597  -2.105  0.000
H  -1.071  3.504  -1.241  0.000
H  -2.431  2.540  -0.699  0.000

---

No. 4
Formula: C6H13ClS4
Source: the Open Molecules 2025 dataset
Level of theory: ωB97M-V/def2-TZVPD

HOMO energy   -0.3285 hartree
Strongest force on any atom   3.564 eV/A
Energy above the lowest of the compared OMol25 structures with the same formula, charge and spin   54.2 kJ/mol

Each line ends with the Mulliken charge.
Positions of all 24 atoms, in Å:
C  -2.060  -0.132  -2.394  -1.045
C  -1.463  1.277  -1.941  -0.601
C  -0.056  0.981  -1.268  -0.916
C  -0.121  0.608  0.192  -0.471
C  0.878  -0.453  0.599  0.057
C  0.826  -0.723  2.127  0.041
S  0.842  -2.050  -0.356  -0.038
S  2.612  0.033  0.176  -0.066
S  2.081  -1.751  2.862  -0.112
S  -0.712  -0.995  2.836  0.021
Cl  1.234  1.352  3.111  -0.287
H  -2.879  0.095  -3.121  0.332
H  -2.301  -0.822  -1.535  0.278
H  -1.366  -0.722  -2.978  0.296
H  -1.330  1.799  -2.920  0.324
H  -2.099  1.721  -1.183  0.343
H  0.579  0.196  -1.868  0.364
H  0.618  1.802  -1.393  0.453
H  0.107  1.467  0.849  0.228
H  -1.148  0.059  0.327  0.127
H  1.864  -2.492  0.378  0.190
H  3.268  0.488  1.292  0.172
H  2.016  -1.454  4.162  0.202
H  -1.388  -0.283  2.044  0.108